A molecular structure, C36H42CsN6O7S3, computed with ωB97M-V/def2-TZVPD.

Geometry (Å):
Cs -0.62807 -0.19357 0.02004
O -5.87870 2.20902 2.90710
C -4.69158 1.65466 2.54804
C -3.50781 2.38684 2.55730
C -2.34946 1.73112 2.18319
N -2.34307 0.44815 1.82028
C -3.49473 -0.22796 1.75880
C -4.69984 0.33026 2.13821
C -3.41192 -1.60020 1.08195
O -4.15649 -2.50956 1.49246
O -2.58855 -1.61764 0.11471
C -1.00963 2.46616 2.02568
O -0.78835 3.45417 2.76005
O -0.27930 1.97725 1.10772
H -5.71478 3.11940 3.15914
H -3.46947 3.43736 2.83177
H -5.61442 -0.24504 2.09376
N 0.61670 -2.44713 -1.11519
S -0.31686 -3.32433 -0.19770
C 0.68396 -4.68645 0.46503
C 0.09344 -5.68992 1.23609
C 0.88346 -6.70518 1.75505
C 2.25523 -6.72265 1.50259
C 2.82980 -5.71587 0.73770
C 2.04279 -4.68539 0.22465
C -1.35410 -4.38322 -1.24625
C -2.72438 -4.45148 -1.01257
C -3.50642 -5.26047 -1.84022
C -2.92637 -5.96782 -2.88418
C -1.55128 -5.88242 -3.10953
C -0.76301 -5.09406 -2.28717
H 1.14088 -3.02944 -1.78025
H -0.97838 -5.66832 1.43234
H 0.43028 -7.48816 2.35452
H 2.87095 -7.52240 1.90227
H 3.89551 -5.72713 0.53129
H 2.48106 -3.89485 -0.38139
H -3.17013 -3.87810 -0.20079
H -4.57636 -5.32198 -1.66699
H -3.54117 -6.58802 -3.52793
H -1.09483 -6.43542 -3.92378
H 0.31177 -5.03089 -2.45489
C 0.92816 0.12110 5.35386
C 0.90863 -1.28158 4.74160
S 0.83520 -1.25083 2.95799
O 0.70065 -2.68503 2.52161
C 2.55324 -0.76293 2.61639
C 3.49613 -1.95592 2.71045
H 0.74350 0.06902 6.42774
H 0.15599 0.76135 4.91305
H 1.89005 0.61900 5.21050
H -0.00415 -1.82113 4.99755
H 1.76313 -1.90002 5.01577
H 2.80296 0.04810 3.30714
H 2.52681 -0.34516 1.60306
H 3.60170 -2.31716 3.73758
H 4.48896 -1.67208 2.34886
H 3.12695 -2.78546 2.10665
C 5.12611 -0.20325 -0.47139
N 4.82426 -1.49557 -1.06965
C 3.89136 -1.75073 -2.01052
N 3.03889 -0.76222 -2.29580
S 3.83525 -3.26733 -2.78718
H 5.48059 -0.35183 0.54718
H 4.24207 0.42502 -0.42666
H 5.89141 0.33999 -1.02710
H 5.49950 -2.22733 -0.99875
H 3.00979 0.12432 -1.80154
H 2.22420 -1.02460 -2.82009
C 4.91597 5.32463 1.81329
N 3.90088 4.91691 0.85049
N 4.35028 4.01291 -0.10923
C 3.35534 3.02048 -0.31426
O 3.44338 2.13740 -1.16400
C 2.32449 3.31523 0.65484
C 2.71425 4.40723 1.33704
C 2.02895 5.06057 2.49115
C 5.24593 4.50522 -1.08733
C 5.97262 3.62631 -1.89081
C 6.84264 4.13351 -2.84606
C 7.01638 5.50543 -3.00399
C 6.29108 6.37205 -2.19795
C 5.40581 5.87899 -1.24718
H 5.82367 5.59702 1.28837
H 5.14889 4.52780 2.52732
H 4.55347 6.19533 2.35401
H 1.37966 2.78334 0.79395
H 1.03947 4.60635 2.61451
H 1.92173 6.13752 2.32251
H 2.59400 4.92049 3.42308
H 5.84015 2.56053 -1.77081
H 7.39643 3.43893 -3.47065
H 7.70076 5.89354 -3.75175
H 6.40308 7.44521 -2.31128
H 4.81593 6.56246 -0.65023

The total charge is -1. For the HOMO energy, the calculation gives -5.61 eV. As for the spin multiplicity: 1. The total energy is -94341.860 eV.


A molecular structure, C36H42KN10O3P2Te, computed with ωB97M-V/def2-TZVPD.

Geometry (Å):
K -0.43148 0.59426 -0.21841
C 0.33244 -1.75793 3.99601
N -0.53630 -1.97851 2.86256
C -1.89205 -1.83585 2.85330
C -2.27894 -1.99892 1.55851
N -1.18564 -2.22694 0.75830
C -0.15137 -2.21850 1.58229
P 1.53944 -2.68525 1.06754
C 2.42949 -1.13888 1.40453
N 2.02076 0.06539 1.07797
C 2.94637 0.93597 1.56350
C 3.93244 0.24434 2.21216
N 3.60707 -1.08030 2.10105
C 4.37517 -2.18000 2.64427
C 1.25420 -2.56207 -0.71764
N 1.13584 -1.45314 -1.40987
C 0.86789 -1.83391 -2.69180
C 0.82554 -3.19693 -2.77180
N 1.08575 -3.66181 -1.50980
C 1.02947 -5.04337 -1.08902
H 0.12241 -0.78387 4.43645
H 0.20642 -2.54096 4.74544
H 1.36709 -1.74978 3.66108
H -2.44067 -1.54116 3.72951
H -3.26948 -1.90900 1.14473
H 2.85970 1.99834 1.40034
H 4.83334 0.56585 2.70599
H 5.43353 -2.02342 2.44135
H 4.22892 -2.26687 3.72298
H 4.06078 -3.10777 2.17361
H 0.76252 -1.10962 -3.48202
H 0.67290 -3.86830 -3.59929
H 1.29096 -5.68277 -1.93028
H 1.74187 -5.21342 -0.28402
H 0.03075 -5.30537 -0.73446
N -4.55671 -0.30354 -2.19036
C -4.35974 -1.65213 -1.98969
C -3.00705 -1.81364 -1.91502
N -2.37478 -0.60613 -2.06207
C -3.32672 0.27906 -2.20839
C -3.10202 1.71879 -2.31948
N -2.05282 2.33578 -1.84111
C -2.24573 3.66650 -2.10532
C -3.43270 3.85207 -2.75039
N -3.97992 2.59577 -2.87977
H -5.43222 0.18014 -2.09184
H -5.17950 -2.34464 -1.92017
H -2.43942 -2.71336 -1.75007
H -1.52011 4.40431 -1.80642
H -3.92617 4.73476 -3.11462
H -4.79300 2.35649 -3.41818
C -5.45767 0.46637 1.09914
C -4.49976 1.61810 0.86135
O -3.15590 1.21870 1.12144
P -2.42544 1.66433 2.50702
O -1.08958 1.01591 2.47599
Te -2.58634 4.01755 2.81911
O -3.45696 0.93273 3.54713
C -3.49191 1.32070 4.92371
C -2.19395 1.02244 5.65233
H -6.47459 0.76614 0.82928
H -5.44455 0.18028 2.14958
H -5.17495 -0.40349 0.50243
H -4.75745 2.48216 1.47954
H -4.53028 1.95074 -0.17956
H -4.31376 0.74876 5.36044
H -3.72996 2.38475 4.98552
H -1.91932 -0.02720 5.53461
H -2.31831 1.23866 6.71513
H -1.38356 1.63743 5.26020
C 4.36401 -2.43899 -5.04714
C 3.82956 -1.24194 -5.52068
C 3.55706 -0.19688 -4.65546
C 3.80721 -0.30664 -3.28281
C 4.35153 -1.51088 -2.82594
C 4.62632 -2.56213 -3.68873
C 3.47385 0.76652 -2.33249
C 3.00972 1.97959 -2.66931
C 2.70219 2.87072 -1.55756
C 3.70691 3.53972 -0.83566
C 3.40649 4.35657 0.24621
C 2.09293 4.53295 0.66530
C 1.07825 3.90642 -0.05534
C 1.37185 3.11629 -1.15469
H 4.57286 -3.25686 -5.72677
H 3.62112 -1.13088 -6.57960
H 3.13196 0.73609 -5.00728
H 4.54427 -1.61625 -1.76204
H 5.04481 -3.48489 -3.30030
H 3.61153 0.46393 -1.28406
H 4.73878 3.39453 -1.13508
H 4.21496 4.84335 0.78330
H 1.85936 5.15023 1.52339
H 0.04404 4.03234 0.25492
H 0.56410 2.68232 -1.73878

The total charge is -1. For the HOMO energy, the calculation gives -2.83 eV. As for the spin multiplicity: 1. The total energy is -101257.637 eV.


A molecular structure, C36H42MnN9O2PS2, computed with ωB97M-V/def2-TZVPD.

Geometry (Å):
Mn 0.03212 0.16674 0.25803
O 1.10392 0.31085 -4.02095
C -0.00703 -0.29621 -4.50807
C -0.09595 -0.45848 -5.88785
C -1.20334 -1.07316 -6.43965
C -2.23616 -1.54311 -5.62908
C -2.13525 -1.40357 -4.25954
C -1.02728 -0.77804 -3.68340
C -0.89845 -0.66973 -2.21934
O -0.16955 0.28136 -1.75879
N -1.43535 -1.62394 -1.47433
N -1.08385 -1.38791 -0.17779
C -1.56883 -2.09965 0.76257
C -1.11884 -1.73485 2.09623
C -1.58794 -2.32696 3.25193
C -1.06973 -1.91490 4.46973
C -0.07893 -0.94975 4.48462
C 0.33409 -0.39217 3.28549
N -0.18802 -0.75791 2.11819
H 1.00000 0.43842 -3.06144
H 0.71357 -0.08772 -6.50309
H -1.26690 -1.18473 -7.51511
H -3.10511 -2.01663 -6.06598
H -2.91494 -1.77069 -3.60695
H -2.27450 -2.89232 0.54734
H -2.34972 -3.09164 3.18588
H -1.43131 -2.34644 5.39361
H 0.36901 -0.61329 5.40864
H 1.08769 0.37977 3.24231
S 0.81689 2.06988 1.36395
C -0.56624 2.60738 2.29152
C -0.39392 3.40978 3.41556
C -1.48151 3.81783 4.17458
C -1.26129 4.61295 5.35523
N -1.07831 5.23374 6.30515
C -2.77169 3.42322 3.79642
C -2.94531 2.62755 2.67336
C -1.85330 2.20469 1.91814
S -2.07586 1.19949 0.50759
C -3.92125 3.81432 4.57303
N -4.83745 4.12289 5.19445
H 0.60291 3.71728 3.70563
H -3.94334 2.32594 2.38238
N 1.72077 -0.34110 0.02107
P 3.02183 -0.19448 -0.83426
N 4.36837 -0.49704 0.11057
C 4.21821 -1.45399 1.21231
C 4.25104 -0.75273 2.56446
C 5.54304 0.04669 2.71561
C 5.68789 1.03278 1.55954
C 5.58777 0.29867 0.22357
N 3.33311 1.20275 -1.64888
C 3.55468 1.32731 -3.09085
C 2.63426 2.35064 -3.74617
C 2.67204 3.69314 -3.02422
C 2.35019 3.47002 -1.55147
C 3.35339 2.49580 -0.95021
N 3.00672 -1.33576 -2.03474
C 4.26455 -1.69231 -2.70169
C 4.77540 -3.05600 -2.24742
C 3.70014 -4.12302 -2.44355
C 2.42171 -3.71810 -1.71396
C 1.95548 -2.34474 -2.18181
H 5.03906 -2.18165 1.15790
H 3.28322 -1.99549 1.08714
H 4.15518 -1.49049 3.36515
H 3.38950 -0.07915 2.61375
H 6.39326 -0.64577 2.70722
H 5.56910 0.56992 3.67331
H 6.64134 1.56403 1.61407
H 4.89309 1.77842 1.63120
H 6.44010 -0.39161 0.15119
H 5.66048 0.97487 -0.62285
H 3.42619 0.35538 -3.56403
H 4.59719 1.64132 -3.25069
H 1.60575 1.97609 -3.74703
H 2.93957 2.45413 -4.78988
H 1.96176 4.38615 -3.47837
H 3.66716 4.14366 -3.12124
H 1.34867 3.04759 -1.45844
H 2.36404 4.40264 -0.98316
H 3.17234 2.34585 0.11145
H 4.35877 2.92870 -1.05491
H 5.00924 -0.92152 -2.50077
H 4.08966 -1.70494 -3.78447
H 5.04327 -2.99033 -1.18859
H 5.68179 -3.30810 -2.80350
H 4.05348 -5.09951 -2.10730
H 3.48124 -4.21388 -3.51416
H 2.61277 -3.67905 -0.63626
H 1.62591 -4.44829 -1.87946
H 1.08483 -2.02216 -1.62641
H 1.68383 -2.39635 -3.24377

As for the expectation value of S²: 3.846. For the HOMO energy (spin up / spin down), the calculation gives -7.75 / -7.95 eV. As for the spin multiplicity: 4. The total energy is -117801.364 eV.